1.
Molecular formula: C28H51Cl24IO3
Method: DFT, ωB97M-V/def2-TZVPD

Calculated values
- gap between HOMO and LUMO (eV) = 8.134
- E_LUMO (eV) = -1.15

Geometry as XYZ:
```
107
C28H51Cl24IO3 | the Open Molecules 2025 dataset | ωB97M-V/def2-TZVPD
C -3.4725 8.1236 8.0221
C -3.1230 6.8985 7.6923
C -2.6595 5.3783 7.3595
O -1.4184 5.4407 6.6049
C -1.6436 5.5677 5.1962
O -1.2466 4.6292 4.4106
O -2.2517 6.7108 4.5586
I -0.7695 8.1115 4.5634
H -3.4142 9.1867 8.4796
H -3.4867 4.7411 6.8834
H -2.4241 4.9040 8.3972
Cl -2.9502 1.8037 -0.7471
C -1.8925 2.2183 0.6266
C -2.1715 3.6081 1.1649
Cl -1.6820 4.8831 0.0204
H -0.8557 2.1143 0.2991
H -2.0795 1.4751 1.4050
H -1.6013 3.7720 2.0826
H -3.2303 3.7461 1.3934
Cl -3.8199 -2.7344 1.7142
C -2.9123 -1.6433 0.6358
C -1.6947 -2.3166 0.0333
Cl -0.4344 -2.6431 1.2509
H -2.6389 -0.7537 1.2069
H -3.5990 -1.3405 -0.1579
H -1.2442 -1.6643 -0.7199
H -1.9546 -3.2623 -0.4475
Cl 1.1722 10.2548 -1.4273
C 1.4372 8.5393 -1.0242
C 0.3238 7.9751 -0.1626
Cl 0.3253 8.6650 1.4788
H 2.4086 8.4530 -0.5331
H 1.4848 7.9961 -1.9709
H 0.4525 6.8959 -0.0498
H -0.6581 8.1561 -0.6049
Cl 1.7915 -3.5871 -3.0389
C 1.9604 -4.4456 -1.4821
C 1.3192 -5.8205 -1.5140
Cl -0.4599 -5.7328 -1.6083
H 1.5272 -3.8185 -0.6997
H 3.0312 -4.5393 -1.2889
H 1.5594 -6.3636 -0.5963
H 1.6745 -6.4089 -2.3596
Cl -4.1793 -10.4071 0.3471
C -2.7977 -9.5172 -0.3424
C -3.2157 -8.5993 -1.4749
Cl -3.7329 -9.5051 -2.9192
H -2.0542 -10.2472 -0.6697
H -2.3634 -8.9296 0.4697
H -2.3703 -7.9770 -1.7785
H -4.0339 -7.9400 -1.1774
Cl 3.1793 -6.6238 -4.1953
C 4.0892 -5.5308 -5.2686
C 5.3071 -6.2042 -5.8714
Cl 6.5637 -6.5355 -4.6531
H 4.3628 -4.6430 -4.6943
H 3.4038 -5.2245 -6.0622
H 5.7586 -5.5504 -6.6212
H 5.0468 -7.1479 -6.3553
Cl 4.0495 8.4063 1.9115
C 4.2082 7.5404 3.4605
C 3.5689 6.1655 3.4167
Cl 1.7927 6.2526 3.3093
H 3.7692 8.1634 4.2431
H 5.2779 7.4455 3.6609
H 3.8032 5.6188 4.3332
H 3.9317 5.5800 2.5692
Cl 3.2022 -7.4874 0.4547
C 4.2602 -7.0780 1.8293
C 3.9845 -5.6879 2.3698
Cl 4.4780 -4.4124 1.2281
H 5.2966 -7.1846 1.5021
H 4.0705 -7.8221 2.6062
H 4.5547 -5.5277 3.2878
H 2.9258 -5.5476 2.5979
Cl 0.9998 9.7728 8.2088
C 2.3877 10.6688 7.5421
C 1.9809 11.5938 6.4112
Cl 1.4813 10.6963 4.9557
H 3.1360 9.9421 7.2182
H 2.8120 11.2513 8.3630
H 2.8282 12.2194 6.1207
H 1.1585 12.2497 6.7039
Cl -1.8123 -6.6685 -4.4703
C -0.4315 -5.7774 -5.1568
C -0.8496 -4.8567 -6.2871
Cl -1.3665 -5.7594 -7.7342
H 0.3125 -6.5066 -5.4851
H 0.0023 -5.1918 -4.3431
H -0.0044 -4.2334 -6.5890
H -1.6682 -4.1984 -5.9877
Cl -4.1451 -2.9098 -4.4348
C -4.9941 -4.4144 -4.8719
C -6.1454 -4.7150 -3.9317
Cl -5.5826 -5.1562 -2.2997
H -4.2620 -5.2251 -4.8839
H -5.3705 -4.2810 -5.8888
H -6.7191 -5.5650 -4.3086
H -6.8216 -3.8627 -3.8383
Cl -1.3026 -0.7779 -2.6466
C 0.0793 0.1150 -3.3301
C -0.3368 1.0310 -4.4650
Cl -0.8453 0.1216 -5.9100
H 0.8263 -0.6133 -3.6533
H 0.5086 0.7040 -2.5163
H 0.5078 1.6554 -4.7656
H -1.1582 1.6879 -4.1711
```


2.
Molecular formula: C18H16IIrN4S
Method: DFT, ωB97M-V/def2-TZVPD

Calculated values
- charge = +2
- gap between HOMO and LUMO (alpha / beta) (eV) = 6.725 / 5.567
- spin multiplicity = 5
- E_LUMO (alpha / beta) (eV) = -6.60 / -8.64

Geometry as XYZ:
```
41
C18H16IIrN4S | the Open Molecules 2025 dataset | ωB97M-V/def2-TZVPD
Ir 1.2101 0.8434 -0.4816
C 0.6309 -0.1007 4.0006
C 0.6993 0.4491 2.6119
N 1.6040 0.1833 1.7406
N 2.6496 -0.6248 2.0247
C 3.6254 -0.8238 1.1135
N 4.6664 -1.5570 1.4750
S 3.5435 -0.1741 -0.4520
C -0.3054 1.4241 2.1675
C -1.3431 1.8504 2.9873
C -2.2049 2.8400 2.5446
C -2.0056 3.3924 1.2900
C -0.9719 2.9033 0.5111
N -0.1495 1.9437 0.9316
H 1.3922 -0.8441 4.2173
H -0.3396 -0.5698 4.1646
H 0.7336 0.7124 4.7214
H 2.7442 -1.0185 2.9501
H 4.7923 -1.9157 2.4092
H 5.4034 -1.7232 0.8080
H -1.4743 1.4185 3.9689
H -3.0174 3.1779 3.1732
H -2.6343 4.1865 0.9137
H -0.7961 3.2955 -0.4826
I 1.1068 1.9751 -2.9547
C -0.2821 0.4451 -3.5028
C -0.8234 0.4938 -4.7633
C -1.7206 -0.5034 -5.1606
C -2.0470 -1.5156 -4.2928
C -1.4838 -1.5695 -3.0023
C -1.8009 -2.6326 -2.1222
C -1.2206 -2.7266 -0.8740
C -0.3220 -1.7494 -0.4558
C -0.0082 -0.6472 -1.2586
C -0.5703 -0.5639 -2.5729
H -0.5667 1.2905 -5.4489
H -2.1465 -0.4707 -6.1538
H -2.7392 -2.2925 -4.5922
H -2.5076 -3.3838 -2.4530
H -1.4538 -3.5577 -0.2219
H 0.1332 -1.8603 0.5214
```


3.
Molecular formula: C13H13N5O5
Method: DFT, ωB97M-V/def2-TZVPD

Calculated values
- gap between HOMO and LUMO (eV) = 5.392
- E_LUMO (eV) = -2.56

Geometry as XYZ:
```
36
C13H13N5O5 | the Open Molecules 2025 dataset | ωB97M-V/def2-TZVPD
C -4.1225 -1.6047 1.4478
C -2.7765 -1.0256 1.3364
C -2.3539 0.3044 1.2334
C -0.9341 0.3014 1.1334
C -0.5181 -1.0334 1.2751
C 0.8331 -1.6030 1.3459
N -1.6504 -1.8064 1.3502
C -1.6864 -3.2603 1.4498
H -4.8445 -0.7819 1.4709
H -4.3681 -2.2468 0.5896
H -4.2504 -2.1920 2.3689
H -3.0048 1.1677 1.2191
H -0.2891 1.1648 1.1136
H 1.5493 -0.7727 1.3814
H 0.9733 -2.2143 2.2496
H 1.0666 -2.2088 0.4565
H -0.6660 -3.6483 1.4774
H -2.2107 -3.5789 2.3611
H -2.2075 -3.6986 0.5872
O 5.0334 0.6944 -2.6287
N 4.4699 1.6286 -2.0298
O 5.0967 2.6036 -1.5569
C 3.0341 1.6253 -1.8330
C 2.4103 2.6715 -1.1567
C 1.0323 2.5858 -0.8300
N 0.4093 3.7182 -0.1847
O 1.0593 4.7771 -0.0530
O -0.7755 3.6051 0.2131
C 0.2470 1.4449 -1.1181
C 0.8406 0.4396 -1.9130
N 0.2879 -0.6893 -2.4550
O 1.3919 -1.2749 -3.1595
N 2.5539 -0.5576 -3.0423
C 2.2167 0.5073 -2.2712
H 2.9769 3.5550 -0.8752
H -0.8238 1.4028 -0.9533
```


4.
Molecular formula: C2H7OS2
Method: DFT, ωB97M-V/def2-TZVPD

Calculated values
- charge = -1
- gap between HOMO and LUMO (eV) = 6.080
- E_LUMO (eV) = 3.63

Geometry as XYZ:
```
12
C2H7OS2 | the Open Molecules 2025 dataset | ωB97M-V/def2-TZVPD
C 0.7886 -0.6685 1.9327
O 0.5599 -1.0692 3.0741
H -0.0095 -0.7086 1.1901
H 4.6191 1.3331 0.1544
H 1.7916 -0.4211 1.5811
C -2.6515 -0.0324 -1.3366
S -0.9670 0.7462 -1.0523
S 0.2470 -0.5794 -2.1593
H -2.7454 -0.3748 -2.3961
H -3.3306 0.7985 -1.0566
H -2.6688 -0.8460 -0.6629
H 4.3665 1.8223 0.7315
```


5.
Molecular formula: C6H7NO
Method: DFT, ωB97M-V/def2-TZVPD

Calculated values
- gap between HOMO and LUMO (eV) = 9.733
- E_LUMO (eV) = 0.77

Geometry as XYZ:
```
15
C6H7NO | the Open Molecules 2025 dataset | ωB97M-V/def2-TZVPD
C 0.9495 0.1147 -0.6219
C 2.0553 -0.0420 0.4392
C -1.1893 -0.8744 0.4856
C -1.3963 0.6898 0.2320
C -0.2843 -0.8181 -0.7492
C -0.6001 0.6003 -1.0286
N 2.7376 0.3843 1.2678
O 3.5602 0.5456 2.0947
H 1.4357 0.1981 -1.6149
H -0.7445 -1.3233 1.4095
H -2.0196 -1.5385 0.2382
H -2.5261 1.1832 0.0658
H -0.9818 1.2374 1.1015
H -0.2848 -1.7016 -1.4857
H -0.7115 1.3447 -1.8341
```


6.
Molecular formula: C2H4F2NO
Method: DFT, ωB97M-V/def2-TZVPD

Calculated values
- charge = -1
- gap between HOMO and LUMO (eV) = 6.779
- E_LUMO (eV) = 4.56

Geometry as XYZ:
```
10
C2H4F2NO | the Open Molecules 2025 dataset | ωB97M-V/def2-TZVPD
C -0.1159 -1.0269 0.0264
C -0.6580 0.3211 -0.0763
N 0.7119 1.3880 0.4729
O 1.6754 0.5159 0.8353
F -1.0104 0.6607 -1.3284
F -1.8570 0.4545 0.6687
H -0.4822 -1.5133 0.8697
H -0.1742 -1.5983 -1.0690
H 0.9667 -0.7990 0.1456
H 0.9438 1.5973 -0.5449
```


Energy: -344642.0067, -46643.6004, -31370.4088, -25904.9941, -9866.7667, -11108.7059 (eV)
Energy relative to the best compared isomer or geometry (same formula, charge and spin): 263.0, 18.2, 0.0, 183.4, 568.4, 63.1 (kJ/mol)
Largest force on an atom: 6.67, 1.62, 3.31, 2.48, 4.80, 4.78 (eV/A)